[1]
# C2H4Br2O2

2 unconnected molecules or ions with the total composition C2H4Br2O2 at a distorted geometry (ωB97M-V with the def2-TZVPD basis set, OMol25).

Calculated values
LUMO energy (spin up / spin down) = -0.467 / 0.442 eV
gap between HOMO and LUMO (spin up / spin down) = 6.72 / 8.99 eV
energy relative to the best compared isomer or geometry (same formula, charge and spin) = 3.915 eV
M = 219.860 g mol⁻¹
HOMO (spin up / spin down) = -7.187 / -8.548 eV

ORCA input file:
```
! RIJCOSX wB97M-V def2-TZVPD def2/J DEFGRID3
* xyz 0 1
C -0.9249 0.5436 1.2443
C 1.0024 -0.4102 -0.5670
O 0.7352 0.4299 -1.5330
O 0.7571 -1.7374 -0.5508
Br -2.0352 0.9318 -0.2513
Br 2.5095 0.0696 0.3260
H -1.4903 0.0586 2.1004
H -0.1560 1.3764 1.5559
H -0.1929 0.6649 -1.4691
H -0.2048 -1.9271 -0.8553
*
```

Mulliken atomic charge list, values in e, 8 entries: number 1, C, carries -0.543; number 2, C, carries 0.361; number 3, O, carries -0.336; number 4, O, carries -0.426; number 5, Br, carries -0.175; number 6, Br, carries -0.133; number 7, H, carries 0.304; number 8, H, carries 0.253

***

[2]
# C2H4Br2S

A molecular structure, C2H4Br2S at a distorted geometry (ωB97M-V with the def2-TZVPD basis set, OMol25).

Calculated values
LUMO energy = -0.388 eV
gap between HOMO and LUMO = 8.47 eV
energy relative to the best compared isomer or geometry (same formula, charge and spin) = 1.387 eV
M = 219.929 g mol⁻¹
HOMO = -8.863 eV

ORCA input file:
```
! RIJCOSX wB97M-V def2-TZVPD def2/J DEFGRID3
* xyz 0 1
C 1.2436 0.3058 0.7353
C -1.2273 -0.2917 -0.5946
S 0.9763 0.0312 -1.0278
Br -1.7077 -1.8735 -1.6698
Br -2.0683 1.4060 -0.9443
H 1.4314 -0.7938 1.0822
H 0.3605 0.8054 1.0294
H 2.2396 0.8130 0.8467
H -1.2483 -0.4025 0.5428
*
```

Mulliken atomic charge list, values in e, 8 entries: number 1, C, carries -0.653; number 2, C, carries -0.438; number 3, S, carries -0.004; number 4, Br, carries -0.056; number 5, Br, carries 0.014; number 6, H, carries 0.247; number 7, H, carries 0.212; number 8, H, carries 0.298

***

[3]
# C2H4BrCl

2 unconnected molecules or ions with the total composition C2H4BrCl (ωB97M-V with the def2-TZVPD basis set, OMol25).

Calculated values
LUMO energy = 0.697 eV
gap between HOMO and LUMO = 10.47 eV
energy relative to the best compared isomer or geometry (same formula, charge and spin) = 0.964 eV
M = 143.411 g mol⁻¹
HOMO = -9.769 eV

ORCA input file:
```
! RIJCOSX wB97M-V def2-TZVPD def2/J DEFGRID3
* xyz 0 1
C -0.6317 -0.1948 0.0203
C -1.9138 0.1036 -0.0088
Cl -3.1396 -1.1023 -0.0887
H 0.1209 0.5740 0.0655
H -0.2830 -1.2120 -0.0039
H -2.3042 1.1088 0.0176
Br 4.0421 -0.3385 -0.0620
H 4.1094 1.0613 0.0601
*
```

Partial charges, Mulliken, in e: number 1, C, carries -0.591; number 2, C, carries -0.022; number 3, Cl, carries -0.177; number 4, H, carries 0.231; number 5, H, carries 0.234; number 6, H, carries 0.329; number 7, Br, carries -0.201; number 8, H, carries 0.197

***

[4]
# C2H4BrFO

A single C2H4BrFO molecule at a distorted geometry (ωB97M-V with the def2-TZVPD basis set, OMol25).

Calculated values
LUMO energy = 0.693 eV
gap between HOMO and LUMO = 10.88 eV
energy relative to the best compared isomer or geometry (same formula, charge and spin) = 1.368 eV
M = 142.955 g mol⁻¹
HOMO = -10.184 eV

ORCA input file:
```
! RIJCOSX wB97M-V def2-TZVPD def2/J DEFGRID3
* xyz 0 1
C -0.8071 0.7916 0.4301
C 0.5806 -0.3182 -0.0272
O 0.2007 -0.8359 -1.2603
F 0.6213 -1.2888 0.8904
Br 2.2669 0.6611 -0.0053
H -0.8033 1.1234 1.4228
H -1.0581 1.6264 -0.1986
H -1.4746 -0.0434 0.2998
H 0.4736 -1.7161 -1.5516
*
```

Mulliken atomic charge list, values in e, 8 entries: number 1, C, carries -0.951; number 2, C, carries 0.500; number 3, O, carries -0.458; number 4, F, carries -0.209; number 5, Br, carries -0.159; number 6, H, carries 0.342; number 7, H, carries 0.324; number 8, H, carries 0.288

***

[5]
# C2H4BrN

2 unconnected molecules or ions with the total composition C2H4BrN at a distorted geometry (ωB97M-V with the def2-TZVPD basis set, OMol25).

Calculated values
LUMO energy = -1.973 eV
gap between HOMO and LUMO = 5.61 eV
energy relative to the best compared isomer or geometry (same formula, charge and spin) = 2.991 eV
M = 121.965 g mol⁻¹
HOMO = -7.585 eV

ORCA input file:
```
! RIJCOSX wB97M-V def2-TZVPD def2/J DEFGRID3
* xyz 0 1
C 0.5552 0.4992 0.2473
C -1.6606 -0.5550 -0.0676
N -0.5082 -0.0348 0.0406
Br 3.7833 0.1611 -0.6904
H 1.5801 0.4493 -0.2570
H 0.5113 1.2097 0.9667
H -2.6005 -0.1847 -0.4870
H -1.6605 -1.5447 0.2474
*
```

Partial charges, Mulliken, in e: number 1, C, carries 0.209; number 2, C, carries -0.166; number 3, N, carries 0.013; number 4, Br, carries -0.735; number 5, H, carries -0.129; number 6, H, carries 0.276; number 7, H, carries 0.270; number 8, H, carries 0.261

***

[6]
# C2H4BrN3O

2 unconnected molecules or ions with the total composition C2H4BrN3O at a distorted geometry (ωB97M-V with the def2-TZVPD basis set, OMol25).

Calculated values
LUMO energy (spin up / spin down) = -0.407 / -0.403 eV
gap between HOMO and LUMO (spin up / spin down) = 7.89 / 7.90 eV
energy relative to the best compared isomer or geometry (same formula, charge and spin) = 1.428 eV
M = 165.978 g mol⁻¹
HOMO (spin up / spin down) = -8.296 / -8.305 eV

ORCA input file:
```
! RIJCOSX wB97M-V def2-TZVPD def2/J DEFGRID3
* xyz 0 1
C 1.0722 -1.0400 1.2300
C 1.1618 0.3437 1.0423
N -0.8054 0.9379 0.8092
N -0.7457 2.0392 0.4061
N -0.3404 2.8011 -0.5037
O -0.0772 3.9559 -0.5496
Br 2.0011 1.2684 -0.4758
H 1.4526 -1.7365 0.5193
H -0.0236 -1.3243 1.3030
H 1.4891 -1.3880 2.1914
H 1.0939 0.9566 1.9071
*
```

Mulliken atomic charge list, values in e, 8 entries: number 1, C, carries -0.830; number 2, C, carries -0.162; number 3, N, carries -0.406; number 4, N, carries 0.427; number 5, N, carries 0.163; number 6, O, carries -0.466; number 7, Br, carries -0.087; number 8, H, carries 0.343